{
  "formula": "CH2ClNOS",
  "method": "ωB97M-V/def2-TZVPD",
  "e_lumo_ev": [-1.89, -1.10],
  "homo_energy_ev": [-9.30, -10.47],
  "de_lowest_ev": 3.991,
  "multiplicity": 1,
  "total_energy_ev": -27960.384,
  "symbols": ["C", "N", "O", "S", "Cl", "H", "H"],
  "xyz": [[-0.103, -0.436, -0.008], [-2.202, 0.882, 0.096], [-4.599, 0.462, -0.004], [-3.280, -0.157, -0.038], [-0.619, -2.020, 0.031], [0.237, 0.004, 0.910], [0.162, -0.020, -0.963]],
  "nbo_charge": [-0.237, -0.738, -0.876, 1.320, 0.096, 0.218, 0.217]
}